Entry i
Molecular formula: H24O12
Method: DFT, wB97M-V/def2-TZVPD

Structure (SMILES): O.O.O.O.O.O.O.O.O.O.O.O
Highest occupied orbital energy: -10.30 eV
Gap between HOMO and LUMO: 10.0909 eV

Atoms and positions in Å:
O1 -3.5847 2.3831 -0.2095
H1 -3.2457 1.7381 0.4175
H2 -4.4047 2.7911 0.1345
O2 -1.9277 -1.0439 -1.7245
H3 -1.7777 -0.3169 -2.3155
H4 -1.1797 -1.5689 -1.8905
O3 0.1893 0.0761 0.6495
H5 -0.5687 0.5741 0.9655
H6 0.0993 -0.0509 -0.2635
O4 2.0833 -1.9149 2.4655
H7 2.2153 -2.1289 1.5865
H8 1.4793 -1.1859 2.5705
O5 0.5603 -2.0499 -2.0565
H9 0.9183 -2.6149 -1.3345
H10 0.9753 -2.3809 -2.8715
O6 -1.1387 -2.3759 0.8855
H11 -0.5507 -2.9069 1.4075
H12 -0.6797 -1.5149 0.7175
O7 2.4123 -0.1829 -1.4595
H13 1.7293 -0.8309 -1.7925
H14 3.1673 -0.7479 -1.4415
O8 -0.9647 1.2521 -2.9045
H15 -1.3667 1.7131 -3.6125
H16 -0.3517 1.8181 -2.4475
O9 1.4213 2.2341 -1.6285
H17 1.7583 2.5851 -2.4345
H18 1.7583 1.3301 -1.5435
O10 -0.2857 -0.8689 3.6925
H19 -1.2107 -0.9919 3.4385
H20 -0.1067 0.0811 3.5205
O11 3.2583 0.6331 1.0215
H21 2.4513 0.4571 0.5965
H22 3.1673 1.4641 1.4435
O12 -1.9497 1.2821 1.8775
H23 -1.5897 2.1011 2.1815
H24 -2.7617 1.1621 2.3595

=====

Entry ii
Molecular formula: H24O12
Method: DFT, wB97M-V/def2-TZVPD

Highest occupied orbital energy: -9.43 eV
Gap between HOMO and LUMO: 9.5428 eV

Atoms and positions in Å:
H1 -0.3227 -0.4356 -0.6682
H2 1.0757 -0.1798 -0.1305
H3 1.4422 3.2749 -0.7651
H4 0.0662 3.5034 -0.1614
H5 -4.1328 3.1485 -1.1463
H6 -4.2339 1.6466 -1.3564
H7 -3.9229 1.8201 0.9185
H8 -2.8479 2.6643 1.5831
H9 5.6059 -0.5935 -2.3848
H10 4.4059 0.0482 -1.7077
H11 2.9436 -3.0369 0.1099
H12 2.9370 -2.2128 -1.1671
H13 -1.9208 -2.7162 -0.2201
H14 -1.5675 -1.4902 -1.0459
H15 2.3438 3.9956 1.1654
H16 2.4573 2.6344 0.4988
H17 0.3785 -1.9963 3.1370
H18 1.5624 -1.2860 3.7725
H19 5.2859 -0.2012 0.9531
H20 5.8858 -1.1224 -0.0965
H21 -3.7113 -1.3126 1.8758
H22 -4.1396 -1.8044 0.5030
H23 -4.2961 -1.1761 -1.1796
H24 -4.3549 -2.1336 -2.3585
O1 0.2669 0.2749 -0.3916
O2 0.5059 3.1098 -0.9234
O3 -3.6603 2.4015 -1.5305
O4 -3.0965 1.7494 1.4095
O5 4.9774 -0.7269 -1.6662
O6 2.4072 -2.8440 -0.6673
O7 -2.3052 -1.9154 -0.5942
O8 2.1423 3.0631 1.3026
O9 1.1227 -1.4215 2.9255
O10 5.1289 -0.5487 0.0679
O11 -3.8425 -2.1189 1.3643
O12 -4.5868 -2.0615 -1.4257

=====

Entry iii
Molecular formula: H24O12
Method: DFT, wB97M-V/def2-TZVPD

Structure (SMILES): O.O.O.O.O.O.O.O.O.O.O.O
Highest occupied orbital energy: -11.18 eV
Gap between HOMO and LUMO: 10.5037 eV

Atoms and positions in Å:
O1 -0.8849 0.9538 -0.6776
H1 -0.1935 0.6031 -1.2504
H2 -0.4378 1.1076 0.1623
O2 0.1880 -0.6276 2.4727
H3 1.0598 -0.5712 2.0655
H4 0.0926 -1.5607 2.6944
O3 -3.4076 -0.0034 2.9821
H5 -2.9732 0.3952 3.7447
H6 -3.8654 -0.7691 3.3468
O4 -1.1905 2.6894 4.8926
H7 -0.6444 2.0705 4.3948
H8 -0.6744 3.5033 4.9010
O5 -0.4131 -2.5764 -3.1678
H9 0.2042 -2.1006 -3.7348
H10 -1.2709 -2.1917 -3.3801
O6 -2.4505 -2.6995 1.2478
H11 -2.0353 -1.8467 1.4193
H12 -1.8363 -3.1440 0.6528
O7 1.6756 -3.9600 -1.9721
H13 2.3156 -4.4501 -1.4438
H14 1.8240 -3.0399 -1.7261
O8 4.4501 -1.4604 -0.1924
H15 4.5855 -2.1803 0.4340
H16 3.5098 -1.5034 -0.3993
O9 3.6489 -0.4731 -4.3096
H17 3.2743 0.3770 -4.0527
H18 3.0628 -1.1206 -3.9018
O10 -4.0563 2.0727 -4.0228
H19 -3.2128 1.6220 -4.1432
H20 -3.9652 2.8823 -4.5379
O11 2.9670 1.6365 0.2238
H21 2.8067 2.5865 0.2506
H22 3.2061 1.4648 -0.6940
O12 -1.8588 4.1517 2.1881
H23 -2.3927 4.4514 2.9324
H24 -1.1076 3.7108 2.6008

=====

Entry iv
Molecular formula: H24O12
Method: DFT, wB97M-V/def2-TZVPD

Structure (SMILES): O.O.O.O.O.O.O.O.O.O.O.O
Highest occupied orbital energy: -10.77 eV
Gap between HOMO and LUMO: 10.6795 eV

Atoms and positions in Å:
O1 -1.4643 -1.9749 1.4011
H1 -1.0761 -1.3345 0.7705
H2 -2.3499 -1.5883 1.2752
O2 -4.0447 -1.6035 0.4695
H3 -3.8665 -1.1610 -0.3892
H4 -3.8930 -2.4809 0.0514
O3 0.2411 -3.3129 -1.0026
H5 -0.2856 -4.0786 -1.1488
H6 1.0629 -3.7357 -1.2912
O4 -0.2989 4.1571 -0.1502
H7 -0.6468 4.4623 -0.9620
H8 0.5311 3.7372 -0.3194
O5 0.8993 -2.0497 3.9004
H9 0.9550 -1.2946 3.3356
H10 0.1488 -2.6062 3.7692
O6 -2.5173 2.6966 -0.8965
H11 -1.8193 2.7075 -0.1864
H12 -3.3801 2.4632 -0.4545
O7 3.9225 0.6078 -0.8158
H13 4.1754 1.1968 -1.5359
H14 4.7818 0.1593 -0.6817
O8 0.5191 -0.1922 0.6455
H15 0.1971 -1.0673 0.5008
H16 0.8179 0.2916 -0.1231
O9 1.9379 2.5346 -0.0092
H17 1.8325 2.3011 0.9209
H18 2.0879 3.5430 0.0337
O10 2.2385 -1.9306 -2.7338
H19 1.9916 -1.4854 -1.9570
H20 3.0650 -1.8892 -3.1535
O11 0.3271 0.4441 -3.6317
H21 -0.2929 1.1386 -3.6188
H22 0.1734 -0.3949 -3.1737
O12 -1.7824 0.6224 3.2312
H23 -1.6996 -0.2493 2.8325
H24 -2.1240 1.1833 2.5118

=====

Stability ranking, top and bottom: entry i is the most stable and entry ii is the least stable.

=====

Entry i
Molecular formula: C22H24FN3O3
Method: DFT, wB97M-V/def2-TZVPD

Highest occupied orbital energy: -8.63 eV
Gap between HOMO and LUMO: 8.6092 eV

Atoms and positions in Å:
O1 0.6131 -0.1856 -2.3050
C1 -0.2307 0.6188 -2.6707
C2 -0.9467 0.5620 -3.9716
C3 -0.6466 -0.2717 -4.9654
C4 -1.3513 -0.3013 -6.2927
C5 -0.2024 -0.4406 -7.3045
C6 0.9454 -1.1448 -6.5323
C7 0.4728 -1.2675 -5.0673
N1 -0.6091 1.6650 -1.8829
C8 -0.0153 1.8974 -0.5864
C9 -1.0302 2.4843 0.3409
C10 -0.7588 2.8281 1.8182
C11 -2.2990 2.9494 1.8195
N2 -3.0377 2.9347 3.0537
C12 -4.4195 3.1953 2.9735
O2 -5.2182 2.3493 2.6416
C13 -4.8784 4.5302 3.3974
C14 -4.1898 5.6577 3.7533
C15 -5.1745 6.6460 4.0556
C16 -5.1346 7.9799 4.4693
F1 -3.9302 8.5530 4.6574
C17 -6.2783 8.6954 4.6809
C18 -7.5269 8.0726 4.4757
C19 -7.6326 6.7649 4.0682
C20 -6.4406 6.0596 3.8612
N3 -6.2297 4.7698 3.4611
C21 -2.4723 4.1237 0.8422
O3 -1.5440 3.7325 -0.1844
C22 -2.3101 1.7700 0.8126
H1 -1.7686 1.2584 -4.1075
H2 -1.9764 -1.2007 -6.3189
H3 -1.9991 0.5570 -6.4656
H4 -0.5062 -0.9847 -8.1977
H5 0.1204 0.5502 -7.6266
H6 1.1924 -2.1176 -6.9555
H7 1.8509 -0.5400 -6.5796
H8 1.2493 -1.1239 -4.3242
H9 0.0413 -2.2595 -4.8951
H10 -1.2673 2.3446 -2.2245
H11 0.3377 0.9429 -0.1982
H12 0.8482 2.5678 -0.6559
H13 -0.4075 1.9789 2.4008
H14 -0.1773 3.7305 2.0119
H15 -2.5860 3.4809 3.7751
H16 -3.1203 5.7782 3.7853
H17 -6.2121 9.7254 5.0011
H18 -8.4263 8.6491 4.6466
H19 -8.5968 6.3000 3.9145
H20 -6.9174 4.0714 3.2346
H21 -3.4827 4.1956 0.4312
H22 -2.1793 5.0883 1.2644
H23 -3.1365 1.7142 0.1058
H24 -2.1252 0.8138 1.2963

=====

Entry ii
Molecular formula: C22H24FN3O3
Method: DFT, wB97M-V/def2-TZVPD

Highest occupied orbital energy: -8.41 eV
Gap between HOMO and LUMO: 8.7853 eV

Atoms and positions in Å:
O1 1.8172 2.5559 1.3245
C1 1.9379 3.1453 0.2597
C2 3.1661 3.1266 -0.5628
C3 4.2349 2.3848 -0.2746
C4 5.4898 2.3557 -1.1162
C5 6.5604 1.8009 -0.1730
C6 5.7789 0.7819 0.6585
C7 4.4321 1.4718 0.9127
N1 0.9259 3.9084 -0.2573
C8 -0.3937 3.8747 0.3355
C9 -1.2257 2.7630 -0.2303
C10 -2.6102 2.3410 0.3018
C11 -2.3113 1.1348 -0.6129
N2 -3.0860 -0.0761 -0.4962
C12 -2.5952 -1.2382 -1.0327
O2 -2.0176 -1.2853 -2.1047
C13 -2.8926 -2.4839 -0.2936
C14 -3.4120 -2.7340 0.9464
C15 -3.4348 -4.1550 1.0890
C16 -3.8365 -5.0358 2.0950
F1 -4.3372 -4.5206 3.2348
C17 -3.7332 -6.3895 1.9395
C18 -3.2090 -6.9077 0.7385
C19 -2.7955 -6.0922 -0.2880
C20 -2.9157 -4.7111 -0.0968
N3 -2.5930 -3.6681 -0.9185
C21 -2.2692 1.8286 -1.9769
O3 -1.4825 2.9877 -1.6316
C22 -0.8252 1.2756 -0.1863
H1 3.1817 3.7555 -1.4477
H2 5.3368 1.6522 -1.9424
H3 5.7268 3.3252 -1.5535
H4 7.4120 1.3728 -0.7004
H5 6.9332 2.5998 0.4742
H6 5.6282 -0.1269 0.0689
H7 6.2845 0.4947 1.5796
H8 4.4691 2.0837 1.8180
H9 3.5940 0.7924 1.0525
H10 0.9920 4.1955 -1.2192
H11 -0.2746 3.7336 1.4082
H12 -0.8941 4.8282 0.1571
H13 -2.5877 2.0792 1.3596
H14 -3.4605 2.9763 0.0554
H15 -3.5063 -0.1916 0.4141
H16 -3.7309 -2.0155 1.6829
H17 -4.0542 -7.0438 2.7376
H18 -3.1316 -7.9811 0.6281
H19 -2.3936 -6.5016 -1.2048
H20 -2.1737 -3.7013 -1.8327
H21 -1.7681 1.2336 -2.7377
H22 -3.2600 2.1302 -2.3233
H23 -0.0577 0.9443 -0.8836
H24 -0.6325 0.9253 0.8258

=====

Stability ranking, top and bottom: entry ii is the most stable and entry i is the least stable.

=====

Entry i
Molecular formula: C4H2N4
Method: DFT, wB97M-V/def2-TZVPD

Structure (SMILES): N#C/C=N\N=C/C#N
Highest occupied orbital energy: -11.17 eV
Gap between HOMO and LUMO: 9.6921 eV

Atoms and positions in Å:
N1 -1.5304 -1.1667 2.7430
C1 -1.3417 -0.4519 1.8756
C2 -1.1921 0.5874 0.9079
N2 -0.1012 0.6350 0.1488
N3 0.5600 -0.6284 0.1754
C3 1.2228 -0.6636 -0.9191
C4 1.1358 0.4962 -1.9768
N4 1.2530 1.2240 -2.8467
H1 -1.8843 1.3559 1.0388
H2 1.8780 -1.3880 -1.1469

=====

Entry ii
Molecular formula: C4H2N4
Method: DFT, wB97M-V/def2-TZVPD

Structure (SMILES): N#Cc1cncnn1
Highest occupied orbital energy: -10.16 eV
Gap between HOMO and LUMO: 8.5892 eV

Atoms and positions in Å:
N1 -2.2791 2.2500 -0.3476
C1 -1.6618 1.3523 0.2593
C2 -0.7358 0.4253 0.3451
C3 -0.1451 0.1699 -0.9137
N2 0.8543 -0.7239 -0.9665
C4 1.3616 -1.2526 0.2361
N3 1.0214 -0.7245 1.3539
N4 0.0252 0.2263 1.4747
H1 -0.6910 0.3363 -1.8091
H2 2.2503 -2.0591 0.3676

=====

Stability ranking, top and bottom: entry i is the most stable and entry ii is the least stable.